ORCA calculation (the ωB97M-V functional and the def2-TZVPD basis) on an isolated molecule of C20H31N3O3.

Calculated values
LUMO energy: 0.632 eV
Kohn-Sham gap: 9.21 eV
structure (SMILES): O=C(N[C@]12C[C@H]3C[C@H](C[C@H](C3)C1)C2)N1CCN(C(=O)[C@H]2CCCO2)CC1
max |F|: 0.48 eV Å⁻¹
multiplicity: 1
total energy: -1170.7666 a.u.
E_HOMO: -8.5753 eV
ΔE to the lowest compared entry with this formula, charge and spin: 0.0 kcal/mol

```
57
Properties=species:S:1:pos:R:3:forces:R:3:nbo_charge:R:1
O -1.258251 -1.890551 -0.402061 -0.23 -0.38 0.10 -0.674
C -0.828287 -0.759178 -0.526960 0.33 0.24 -0.20 0.802
N -1.584613 0.363799 -0.350661 -0.13 0.40 0.04 -0.657
C -3.030305 0.322729 -0.126234 0.20 -0.17 0.02 0.170
C -3.331048 -0.423036 1.176421 -0.15 -0.06 0.01 -0.423
C -4.836059 -0.411177 1.435360 -0.07 -0.08 0.24 -0.220
C -5.324736 1.031153 1.559246 0.02 -0.04 -0.03 -0.399
C -5.027277 1.777279 0.259873 -0.10 0.27 -0.01 -0.218
C -5.752132 1.094256 -0.898826 0.02 -0.04 0.02 -0.399
C -5.264838 -0.349086 -1.019992 -0.16 -0.07 -0.23 -0.220
C -5.557390 -1.099717 0.277971 0.02 0.03 0.00 -0.400
C -3.761077 -0.361905 -1.286751 -0.09 -0.05 0.06 -0.427
C -3.521356 1.766630 -0.002505 -0.06 -0.10 0.06 -0.408
N 0.485934 -0.528315 -0.899039 0.04 -0.10 -0.17 -0.466
C 1.335799 -1.696886 -1.039506 -0.05 -0.37 0.14 -0.229
C 2.114269 -1.963720 0.251259 -0.01 -0.31 -0.31 -0.243
N 2.865754 -0.777350 0.618967 -0.34 -0.20 0.06 -0.430
C 4.211220 -0.794401 0.545777 0.21 0.31 0.12 0.661
O 4.833137 -1.810383 0.291786 0.19 -0.21 -0.09 -0.634
C 4.928728 0.541143 0.835587 0.19 -0.23 0.24 0.003
C 6.452756 0.394647 0.682301 -0.06 -0.09 -0.05 -0.440
C 6.825533 1.470147 -0.339993 -0.26 0.12 0.00 -0.425
C 5.503804 1.662632 -1.078763 0.38 0.04 -0.28 -0.068
O 4.509186 1.550084 -0.080572 -0.22 0.05 0.15 -0.538
C 2.017471 0.377706 0.787057 -0.11 0.43 -0.17 -0.227
C 1.248970 0.639837 -0.520307 0.10 0.26 0.33 -0.217
H -1.259914 1.207247 -0.795292 0.04 -0.07 0.00 0.388
H -2.799759 0.060299 1.999864 0.06 0.04 0.03 0.203
H -2.968646 -1.446824 1.090074 0.02 0.03 0.04 0.243
H -5.044041 -0.948287 2.367191 0.02 0.03 -0.05 0.212
H -4.823876 1.524565 2.395443 -0.01 0.03 0.07 0.203
H -6.398817 1.045884 1.756578 -0.06 0.03 0.04 0.205
H -5.369637 2.815139 0.345786 0.04 -0.07 -0.01 0.211
H -6.829656 1.110023 -0.721501 -0.07 0.03 -0.02 0.206
H -5.558789 1.633106 -1.829528 -0.03 0.03 -0.06 0.203
H -5.782102 -0.840191 -1.851663 0.04 0.02 0.05 0.212
H -6.633564 -1.114626 0.465214 -0.06 -0.04 0.01 0.203
H -5.214414 -2.132256 0.191920 -0.03 -0.09 0.00 0.211
H -3.399778 -1.386694 -1.375704 0.03 0.02 -0.04 0.238
H -3.537465 0.161708 -2.220482 0.04 0.04 -0.04 0.199
H -2.995522 2.263412 0.816728 0.08 0.02 0.03 0.208
H -3.304893 2.311668 -0.926093 0.06 0.04 -0.07 0.199
H 0.699580 -2.550004 -1.274915 0.15 0.08 -0.03 0.250
H 2.033510 -1.515565 -1.862695 0.01 -0.03 0.04 0.194
H 2.818887 -2.784724 0.117699 -0.13 0.07 0.06 0.250
H 1.412653 -2.205666 1.055665 0.01 -0.01 -0.03 0.201
H 4.646403 0.874093 1.841837 0.02 -0.04 -0.13 0.199
H 6.666295 -0.604979 0.300698 0.01 0.10 0.10 0.250
H 6.967447 0.523955 1.631250 0.01 -0.02 0.02 0.217
H 7.107195 2.397029 0.161205 0.03 0.03 -0.06 0.203
H 7.630910 1.163900 -1.002419 0.07 0.01 -0.02 0.218
H 5.370107 0.878869 -1.838338 0.01 0.08 0.01 0.163
H 5.389710 2.642272 -1.544077 0.01 -0.08 -0.03 0.194
H 2.600747 1.257711 1.043406 -0.08 -0.05 0.06 0.234
H 1.297737 0.164095 1.587240 0.04 0.08 -0.03 0.195
H 0.610399 1.511514 -0.388056 0.05 -0.01 -0.05 0.204
H 1.973176 0.853982 -1.313756 -0.05 0.07 0.08 0.207
```
Forces are in eV/Å.